# C7H9N

An isolated ion of composition C7H9N and charge +1 (ωB97M-V with the def2-TZVPD basis set, OMol25).

XYZ file:
```
17
Properties=species:S:1:pos:R:3:forces:R:3:lowdin_spin:R:1
C 0.072792 1.020369 -1.053099 -1.28 -0.05 0.07 -0.0190
C 1.324384 0.638852 -1.401825 0.01 0.26 0.43 0.1715
N 1.717992 -0.386408 -0.530341 -0.40 -0.83 1.29 0.0546
C 0.707653 -0.680040 0.300415 -0.54 -0.32 -0.14 0.2361
C -0.379062 0.240396 0.063259 1.07 -0.40 -0.94 0.1981
C -1.638086 0.218074 0.709211 -0.66 0.88 -0.46 0.0265
C -2.448982 1.299031 0.561656 0.03 -0.37 0.05 0.2492
C 0.567534 -1.930276 1.064059 1.15 -0.46 1.04 0.0339
H -0.632248 1.590340 -1.640365 0.52 0.51 0.03 -0.0033
H 1.960970 1.057215 -2.161146 0.16 -0.28 -0.08 0.0078
H 2.578480 -0.921474 -0.416537 -0.06 0.57 -0.74 -0.0002
H -2.016080 -0.631587 1.258619 0.41 -0.12 0.20 -0.0011
H -2.108077 2.154129 0.000204 -0.04 0.18 0.01 0.0111
H -3.439587 1.345749 0.991626 0.03 -0.04 0.05 0.0126
H 1.507042 -2.274969 1.513630 0.12 0.09 -0.39 0.0051
H 0.231123 -2.727630 0.403233 -0.14 -0.03 -0.16 0.0155
H -0.085002 -1.892386 1.932389 -0.38 0.39 -0.28 0.0016
```
Positions in Å, forces in eV/Å.

As for the largest force on an atom: 0.0315 hartree/bohr. The HOMO-LUMO gap (alpha / beta) comes out at 9.714 / 6.889 eV. Its LUMO energy (alpha / beta) is -3.76 / -6.94 eV. The net charge is +1. As for the spin multiplicity: 2. For the total energy, the calculation gives -8886.73747 eV.